The following is a DFT calculation (the ωB97M-V functional and the def2-TZVPD basis) of a structure of composition C19H16AlN2O7S3 at a distorted geometry.

```
48
Properties=species:S:1:pos:R:3:forces:R:3
Al 0.03700 0.01690 -0.16420 -0.3 0.0 0.2
O 0.77990 -1.91940 0.30690 0.1 0.2 -0.6
S -0.07400 -2.39290 -0.78900 -1.1 -0.7 0.1
O -0.83710 -3.56110 -0.52400 0.1 -0.1 -0.4
O -0.97120 -1.15310 -1.04690 0.1 -0.7 -0.1
C 0.88910 -2.58220 -2.25210 -0.4 -0.2 0.3
C 0.41810 -3.50680 -3.17040 0.0 0.1 0.1
C 1.07930 -3.67880 -4.37580 0.0 0.1 0.1
C 2.20740 -2.92070 -4.65170 -0.1 -0.1 0.1
C 2.67860 -2.00610 -3.71930 0.0 0.1 0.1
C 2.01810 -1.82860 -2.51220 0.6 0.5 0.0
S 2.71910 -0.58110 -1.41810 0.0 0.6 -0.1
O 3.56140 0.25380 -2.20970 -0.2 -0.1 -0.2
O 3.27000 -1.17670 -0.25050 0.0 -0.2 0.2
O 1.45060 0.26180 -1.04980 1.7 0.2 -0.9
H -0.46380 -4.06420 -2.90350 -0.1 -0.2 -0.1
H 0.70890 -4.39780 -5.08840 0.0 -0.1 -0.1
H 2.71840 -3.03750 -5.59640 0.1 0.0 0.0
H 3.54800 -1.39450 -3.90760 0.1 0.0 -0.1
N -3.47830 6.01990 -2.28010 -0.3 0.4 -0.2
C -2.96120 5.03550 -2.01390 -0.1 0.1 -0.1
C -2.29200 3.84240 -1.63450 0.6 -0.7 0.3
C -2.94090 2.86440 -0.87770 0.1 0.0 -0.1
C -2.21240 1.76880 -0.46250 -0.6 0.1 0.1
N -0.92170 1.61420 -0.75060 0.1 -0.2 0.2
C -0.30640 2.52830 -1.49540 0.4 0.5 -0.4
C -0.94780 3.65690 -1.96430 -0.3 -0.1 0.1
H -3.98340 2.96690 -0.62040 0.0 0.0 0.0
H -2.65860 0.97870 0.12390 -0.2 0.0 0.0
H 0.73520 2.33740 -1.70510 0.1 0.1 -0.1
H -0.42050 4.38000 -2.56490 0.1 0.0 0.0
C 0.14960 0.19850 4.13130 0.4 -0.1 -0.4
S 0.70300 -0.65590 2.61450 -1.4 0.1 1.0
O -0.02630 0.26710 1.55900 0.2 0.2 0.9
C -0.38490 -2.08850 2.68940 0.1 -0.2 0.1
C -1.73340 -1.95990 2.39530 -0.1 0.3 0.1
C -2.51050 -3.09850 2.26320 0.0 0.1 0.1
C -1.94110 -4.35100 2.42520 0.1 0.0 0.1
C -0.60160 -4.47110 2.75740 0.0 0.1 0.1
C 0.18560 -3.33850 2.88160 0.1 0.2 0.1
H -0.92950 0.16550 4.22970 -0.1 -0.2 -0.2
H 0.48590 1.22860 4.07270 0.1 0.1 -0.1
H 0.62220 -0.28040 4.98430 0.1 -0.2 0.0
H -2.17420 -0.98040 2.26270 0.0 0.0 -0.1
H -3.56050 -3.00790 2.02830 0.0 0.0 0.0
H -2.54140 -5.23780 2.29440 -0.1 -0.1 0.0
H -0.16310 -5.44630 2.90480 0.0 0.0 0.0
H 1.23930 -3.41930 3.09770 0.2 -0.1 0.0
```
Forces are in eV/Å.

Computed properties:
- LUMO energy: -4.03 eV
- Molar mass: 507.53 g/mol
- Total energy: -76376.205 eV
- Multiplicity: 1
- Energy above the lowest of the compared OMol25 structures with the same formula, charge and spin: 0.0926 eV
- Kohn-Sham gap: 8.73 eV
- HOMO level: -12.76 eV
- Total charge: +1

Atom charges from the natural (NBO) analysis, given in e for atoms 1 to 6: atom 1 (Al): 2.02, atom 2 (O): -1.00, atom 3 (S): 2.38, atom 4 (O): -0.89, atom 5 (O): -1.05, atom 6 (C): -0.28

The following is a DFT calculation (the ωB97M-V functional and the def2-TZVPD basis) of the molecule C19H16Br2IO2PS at a distorted geometry.

```
42
Properties=species:S:1:pos:R:3:forces:R:3
C 2.98671 -2.96696 -0.87406 -0.7 0.3 -0.9
C 1.89633 -1.79925 -1.35950 0.2 -0.7 0.9
C 2.09018 -0.36687 -0.56497 -0.1 3.7 1.8
C 3.43607 0.04281 0.32243 -2.7 2.0 -0.3
C 3.56421 1.48688 1.14957 -4.4 0.0 -2.1
P 5.08248 1.97644 2.22907 -0.1 -1.4 0.1
S 6.78912 1.32675 1.55428 -0.3 0.3 -0.2
C 2.32127 2.59703 1.10567 -0.9 -3.9 -2.5
C 0.97397 2.22353 0.23272 2.0 -2.2 0.0
C 0.86875 0.77022 -0.58847 2.0 0.7 1.6
C -0.54603 0.49265 -1.43635 0.3 -1.2 -3.8
O -0.54068 -0.01259 -2.67235 -0.1 2.9 7.8
C -1.92947 0.95213 -0.61626 -1.9 1.2 1.5
C -1.82419 2.40765 0.20104 -2.2 -1.3 0.1
C -3.09789 3.03896 1.06690 -0.5 -4.5 -2.5
C -4.46896 2.11588 1.08635 3.6 -0.7 -1.7
C -4.56703 0.64972 0.28850 3.4 2.3 0.0
I -6.51993 -0.39543 0.55618 2.0 0.9 -0.4
C -3.31336 0.01309 -0.59784 0.4 3.5 1.8
C -3.41706 -1.44433 -1.35916 -0.9 -0.3 1.7
Br -3.68081 -1.17599 -3.36427 0.3 -0.3 1.7
C -2.19093 -2.48318 -1.00886 1.8 1.2 -0.5
C -1.50144 -2.26379 0.46228 0.2 -0.1 1.3
Br -2.74240 -4.44055 -1.17208 0.1 1.7 0.0
C -0.36461 3.22227 0.14162 0.5 4.1 -0.6
O -0.26593 4.55726 0.01344 -0.7 -8.5 1.1
H 2.81644 -3.87783 -1.62593 0.4 1.9 1.8
H 2.77048 -3.31266 0.23810 0.6 0.8 -2.4
H 4.07463 -2.57021 -1.04223 -2.0 -0.9 0.5
H 1.96175 -1.68905 -2.52272 -0.1 0.2 2.3
H 0.82852 -2.27182 -1.11176 2.2 1.4 -0.5
H 4.31091 -0.75311 0.33969 -1.9 2.1 0.1
H 4.87362 1.30318 3.51813 -0.4 0.9 -1.0
H 5.08861 3.40732 2.56011 -0.7 -1.2 -0.4
H 2.32452 3.61598 1.68092 0.2 -2.2 -1.2
H -3.05090 4.07085 1.64728 0.0 -2.5 -1.5
H -5.36946 2.53637 1.71592 1.9 -1.2 -1.5
H -4.41735 -1.99378 -1.00891 2.2 1.5 -0.7
H -1.34547 -2.35278 -1.84161 -2.0 -0.4 1.8
H -2.23774 -1.79039 1.26622 1.4 -1.1 -1.9
H -1.11525 -3.29036 0.93351 -1.0 2.2 -1.3
H -0.55166 -1.55603 0.45740 -2.1 -1.3 -0.4
```
Forces are in eV/Å.

Computed properties:
- LUMO energy: -2.13 eV
- SMILES: CCc1cc([PH2]=S)cc2c1C(=O)c1c(ccc(I)c1[C@@H](Br)[C@@H](C)Br)C2=O
- Molar mass: 626.09 g/mol
- Total energy: -192346.171 eV
- Multiplicity: 1
- Kohn-Sham gap: 6.84 eV
- HOMO level: -8.96 eV

Atom charges from the natural (NBO) analysis, given in e for atoms 1 to 6: atom 1 (C): -0.63, atom 2 (C): -0.45, atom 3 (C): 0.04, atom 4 (C): -0.17, atom 5 (C): -0.36, atom 6 (P): 0.80

The following is a DFT calculation (the ωB97M-V functional and the def2-TZVPD basis) of a structure of composition C19H16BrMoN4O2 at a distorted geometry.

```
43
Properties=species:S:1:pos:R:3:forces:R:3
Mo 0.17197 0.71173 -0.45225 -0.3 1.5 -0.9
C 1.98071 -0.51788 3.39444 0.1 0.0 0.1
C 1.69975 -0.02591 2.03758 -0.5 -0.2 0.0
N 0.54593 -0.17275 1.42245 0.4 0.0 0.5
N -0.46798 -0.84944 1.99871 -0.4 -0.4 0.4
C -1.42600 -0.99543 1.13154 0.7 0.4 0.6
O -1.22363 -0.44891 -0.07934 -0.9 -0.8 0.0
C -2.62146 -1.72504 1.48818 -0.2 0.1 -0.3
C -2.86980 -1.99429 2.88459 -0.1 -0.1 0.4
C -3.95112 -2.74348 3.27822 0.2 0.2 0.0
C -4.84316 -3.19560 2.30876 0.2 0.0 0.3
C -4.58754 -2.94768 0.92744 0.1 0.0 -0.6
C -3.51637 -2.18200 0.52029 -0.2 -0.1 0.0
C 2.66345 0.66005 1.19102 0.3 0.2 0.0
C 3.94987 0.97418 1.59025 -0.4 -0.2 0.1
C 4.80240 1.61162 0.69593 0.0 0.1 -0.3
C 4.33051 1.91699 -0.57059 0.3 0.0 0.3
C 3.02723 1.58840 -0.90857 -0.3 -0.1 -0.1
N 2.19815 0.96804 -0.05695 1.0 -0.1 0.1
H 1.13990 -1.07935 3.78588 0.0 0.0 0.0
H 2.18251 0.32979 4.05932 0.0 0.0 -0.1
H 2.87849 -1.14096 3.41059 0.0 0.0 -0.1
H -2.21748 -1.54360 3.62095 0.1 -0.1 0.0
H -4.13350 -2.93957 4.32548 0.0 0.0 0.0
H -5.74038 -3.72192 2.61181 0.0 -0.1 -0.1
H -5.23092 -3.40517 0.18517 -0.1 0.1 0.0
H -3.35004 -1.97549 -0.52759 0.0 -0.1 0.0
H 4.27857 0.72385 2.59001 0.0 0.0 0.0
H 5.81660 1.85954 0.98069 0.0 0.0 0.0
H 4.96377 2.40722 -1.29718 0.0 0.0 0.0
H 2.63620 1.84097 -1.88449 0.0 0.0 0.0
O -1.18791 2.63513 -5.52450 -0.2 0.2 -0.1
C -0.67313 1.92656 -4.56188 0.2 -0.3 0.6
C 0.20919 0.82638 -4.75311 0.0 0.0 -0.1
C 0.72041 0.14557 -3.68197 0.3 -0.2 -0.2
N 0.36044 0.53421 -2.44173 -0.3 0.7 0.1
C -0.47399 1.55651 -2.24031 0.3 -0.5 0.3
Br -0.23814 2.78409 0.83731 0.1 -0.6 -0.7
C -1.02639 2.29118 -3.24066 -0.3 0.3 -0.4
H -0.94518 2.37471 -6.42449 0.1 -0.1 0.0
H 0.48134 0.51388 -5.75373 0.0 0.0 0.0
H 1.38843 -0.69753 -3.79581 0.0 0.0 0.0
H -1.70170 3.12137 -3.08148 0.0 0.0 0.1
```
Forces are in eV/Å.

Computed properties:
- LUMO energy (spin up / spin down): -11.42 / -13.06 eV
- Molar mass: 508.21 g/mol
- Total energy: -101888.026 eV
- Multiplicity: 3
- Energy above the lowest of the compared OMol25 structures with the same formula, charge and spin: 0.1194 eV
- Kohn-Sham gap (spin up / spin down): 6.70 / 5.54 eV
- HOMO level (spin up / spin down): -18.13 / -18.60 eV
- Total charge: +3

Atom charges from the natural (NBO) analysis, given in e for atoms 1 to 6: atom 1 (Mo): 1.40, atom 2 (C): -0.72, atom 3 (C): 0.48, atom 4 (N): -0.37, atom 5 (N): -0.20, atom 6 (C): 0.50

The following is a DFT calculation (the ωB97M-V functional and the def2-TZVPD basis) of a structure of composition C19H16BrN4O2Pt.

```
43
Properties=species:S:1:pos:R:3:forces:R:3
Pt 0.66825 0.37064 0.31810 -0.3 -0.3 0.4
Br -0.98867 -1.08670 2.92205 -0.1 0.1 0.0
C 0.88383 -1.01169 2.96795 0.1 -0.1 0.1
C 1.55304 -1.35438 4.12902 0.0 0.0 0.0
C 2.93513 -1.27225 4.14313 0.0 0.0 0.0
C 3.60569 -0.85702 3.00249 0.0 -0.1 0.0
C 2.87044 -0.52926 1.88539 0.0 0.0 0.1
N 1.52059 -0.61128 1.86886 0.5 0.0 0.1
C 3.53836 -0.02239 0.61077 -0.2 -0.2 -0.2
O 4.74142 0.02268 0.55332 0.0 0.0 0.1
O 2.69884 0.26159 -0.34131 0.2 0.6 0.1
H 0.99438 -1.67142 4.99657 0.0 0.0 0.0
H 3.47922 -1.52005 5.04451 0.0 0.0 0.0
H 4.68130 -0.77148 2.94467 0.0 0.0 0.0
C -1.90936 -4.87710 -2.49084 0.0 0.0 0.0
C -1.35430 -3.64703 -1.84071 0.0 0.0 0.0
C -0.00463 -3.32441 -1.91773 0.1 0.0 0.0
C 0.46993 -2.18085 -1.30497 0.0 0.1 0.1
N -0.33264 -1.35271 -0.62672 -0.5 -0.2 0.2
C -1.63733 -1.64929 -0.54350 0.1 0.0 -0.1
C -2.17599 -2.77297 -1.13109 0.0 0.0 0.0
H -1.13145 -5.44995 -2.99031 0.0 0.0 0.0
H -2.66819 -4.61049 -3.22753 0.0 0.0 0.0
H -2.38910 -5.51889 -1.75107 0.0 0.0 0.0
H 0.68875 -3.95953 -2.45236 0.0 0.0 0.0
H 1.51576 -1.89881 -1.34497 0.0 0.0 0.0
H -2.25103 -0.95512 0.01443 0.0 0.0 0.0
H -3.23625 -2.96534 -1.03143 0.0 0.0 0.0
N -1.12121 2.76262 -2.60284 0.0 0.0 0.1
C -0.53344 1.63658 -2.16852 0.0 -0.1 0.0
N -0.27781 1.68443 -0.88126 0.2 0.2 -0.5
C -0.71309 2.93530 -0.43449 0.0 0.0 0.0
C -0.67602 3.51589 0.83092 0.0 0.0 0.0
C -1.19682 4.78566 0.95147 0.0 0.0 0.0
C -1.74508 5.46776 -0.14989 0.0 0.0 0.0
C -1.78293 4.90042 -1.40587 0.0 0.0 0.1
C -1.24989 3.62054 -1.51804 -0.1 0.0 -0.2
H -1.38464 2.94679 -3.55598 0.0 0.0 0.0
H -0.30284 0.80146 -2.80948 0.0 0.0 0.0
H -0.25186 2.99752 1.68131 0.0 0.0 0.0
H -1.18442 5.27379 1.91607 0.0 0.0 0.0
H -2.14499 6.46184 -0.00648 0.0 0.0 0.0
H -2.20094 5.42493 -2.25363 0.0 0.0 0.0
```
Forces are in eV/Å.

Computed properties:
- LUMO energy (spin up / spin down): -3.80 / -3.80 eV
- Molar mass: 607.35 g/mol
- Total energy: -103302.154 eV
- Multiplicity: 1
- Energy above the lowest of the compared OMol25 structures with the same formula, charge and spin: 1.7036 eV
- Kohn-Sham gap (spin up / spin down): 7.57 / 7.64 eV
- HOMO level (spin up / spin down): -11.36 / -11.44 eV
- Total charge: +1

Atom charges from the natural (NBO) analysis, given in e for atoms 1 to 6: atom 1 (Pt): 1.07, atom 2 (Br): 0.13, atom 3 (C): 0.15, atom 4 (C): -0.26, atom 5 (C): -0.11, atom 6 (C): -0.20

The following is a DFT calculation (the ωB97M-V functional and the def2-TZVPD basis) of the molecule C19H16Cl2N4O2S at a distorted geometry.

```
44
Properties=species:S:1:pos:R:3:forces:R:3
C 2.47166 4.38262 -2.16156 0.2 0.0 -0.2
O 1.50944 4.28461 -1.13807 -0.3 -0.2 0.2
C 0.95510 3.07867 -0.87771 -0.1 0.0 0.1
C 1.27468 1.88865 -1.52325 0.1 0.2 0.0
C 0.65127 0.70379 -1.17428 -0.3 0.0 0.2
C -0.30151 0.68693 -0.16637 0.3 0.7 -0.5
N -0.91066 -0.52435 0.19537 -0.5 -0.8 0.3
C -2.24668 -0.80769 0.28559 0.0 -0.1 0.0
S -3.49576 0.37261 0.04514 -0.4 0.3 0.0
C -4.94949 -0.68179 0.36092 0.5 0.1 0.0
C -5.14990 -1.72877 -0.73131 0.5 0.2 -0.1
C -6.40810 -2.40380 -0.54295 -0.1 -0.1 -0.1
N -7.41527 -2.92170 -0.39070 -0.6 -0.3 0.1
N -2.43106 -2.07678 0.53680 -0.9 0.6 0.0
N -1.22726 -2.65292 0.62618 1.2 -0.6 0.1
C -0.31165 -1.74465 0.42854 -0.4 0.1 0.1
C 1.12194 -1.98697 0.46221 0.4 0.2 0.1
C 1.61653 -3.13604 -0.13991 0.1 0.2 0.1
C 2.97685 -3.39066 -0.12986 0.0 0.2 0.1
Cl 3.58688 -4.81444 -0.89331 0.1 -0.2 -0.1
C 3.85088 -2.50821 0.48143 -0.2 -0.2 -0.1
C 3.36045 -1.37560 1.10836 -0.1 0.3 0.1
C 1.99750 -1.10339 1.12096 0.0 -0.2 -0.1
O 1.42686 -0.04610 1.75464 0.0 -0.5 -0.1
C 2.25483 0.89873 2.39067 0.1 0.2 0.1
C -0.64361 1.86587 0.48724 0.2 -0.1 -0.2
C -0.01791 3.04214 0.13361 0.1 0.0 -0.2
Cl -0.41661 4.50518 0.94945 -0.1 0.1 0.1
H 2.05706 4.08984 -3.13085 0.0 0.0 0.0
H 3.35498 3.77472 -1.94217 0.0 0.0 0.0
H 2.75634 5.43274 -2.19363 0.0 -0.1 0.0
H 2.01301 1.87473 -2.30841 0.1 0.0 -0.1
H 0.91264 -0.21024 -1.68560 0.0 -0.1 0.0
H -4.80273 -1.15667 1.32985 -0.1 0.0 0.0
H -5.78955 0.01191 0.40780 0.1 0.0 0.0
H -4.33894 -2.46162 -0.67723 -0.1 0.2 -0.1
H -5.14968 -1.25898 -1.71941 0.1 -0.1 0.1
H 0.92634 -3.81762 -0.61006 -0.1 -0.1 -0.1
H 4.91066 -2.70739 0.47978 0.1 0.0 0.0
H 4.05543 -0.71229 1.59710 0.0 0.1 0.1
H 1.58051 1.65519 2.78813 0.1 0.0 0.0
H 2.94264 1.36768 1.68051 0.0 0.0 0.0
H 2.82079 0.44830 3.21129 0.0 0.0 0.0
H -1.37892 1.86375 1.27507 -0.1 0.0 0.1
```
Forces are in eV/Å.

Computed properties:
- LUMO energy: 0.29 eV
- SMILES: COc1ccc(-n2c(SCCC#N)nnc2-c2cc(Cl)ccc2OC)cc1Cl
- Molar mass: 435.34 g/mol
- Total energy: -65897.374 eV
- Multiplicity: 1
- Kohn-Sham gap: 8.77 eV
- HOMO level: -8.48 eV

Atom charges from the natural (NBO) analysis, given in e for atoms 1 to 6: atom 1 (C): -0.25, atom 2 (O): -0.48, atom 3 (C): 0.29, atom 4 (C): -0.28, atom 5 (C): -0.22, atom 6 (C): 0.21

The following is a DFT calculation (the ωB97M-V functional and the def2-TZVPD basis) of a cluster of 2 separate species, C19H16ClNO2S in total at a distorted geometry.

```
40
Properties=species:S:1:pos:R:3:forces:R:3
N -9.29859 0.41087 0.76256 2.6 0.0 -0.3
C -8.13566 0.40204 0.62663 -2.3 0.0 0.3
C -6.70475 0.39449 0.44175 0.5 0.0 -0.1
C -5.99246 -0.80851 0.44682 0.2 -0.2 -0.1
C -4.61550 -0.81962 0.20044 -0.2 0.1 0.0
C -3.93689 0.37259 -0.06637 0.0 0.1 0.7
S -2.20076 0.33717 -0.66243 -0.4 0.0 -0.2
C -1.07582 0.54907 0.62892 -2.4 0.5 0.7
Cl 0.52437 0.24846 0.47907 1.2 -1.5 0.0
O -2.08735 -1.00049 -1.21012 0.4 0.3 -0.2
O -2.15483 1.48677 -1.54369 0.1 -0.2 -0.3
C -4.63709 1.58074 -0.01806 -0.2 -0.1 0.1
C -6.01271 1.59099 0.23378 0.2 0.2 -0.1
H -6.52184 -1.74468 0.62861 0.2 0.3 -0.1
H -4.08753 -1.76872 0.19240 0.0 0.2 -0.1
H -1.42208 1.07461 1.50887 0.0 0.2 -0.2
H -4.12613 2.52128 -0.20062 0.0 -0.2 -0.1
H -6.55741 2.53559 0.25089 0.2 -0.3 0.0
C 3.36662 0.44627 1.69068 0.2 0.7 0.2
C 3.53413 1.97372 2.00839 -0.2 -0.8 -0.2
C 3.62121 2.59597 0.64754 -0.4 -0.7 -0.7
C 3.37067 1.67967 -0.34875 0.3 1.1 0.7
C 3.16175 0.37855 0.19661 0.8 0.2 0.1
C 3.33062 -0.84144 -0.55488 0.2 -0.6 -0.4
C 3.55358 -0.80828 -1.95836 -0.1 -0.2 0.1
C 3.86260 -1.96852 -2.66654 0.0 0.3 0.2
C 3.97120 -3.19635 -2.00080 -0.2 0.3 0.2
C 3.75629 -3.25452 -0.61844 0.0 0.2 -0.1
C 3.45572 -2.09773 0.09736 -0.2 0.3 -0.2
H 4.30359 -0.07404 1.94127 -0.3 0.0 -0.1
H 2.56700 0.00402 2.29498 0.0 -0.1 -0.3
H 2.66059 2.33307 2.57367 0.2 0.1 -0.2
H 4.42344 2.15416 2.62702 -0.2 0.1 -0.2
H 3.83099 3.65335 0.50460 -0.1 -0.2 -0.1
H 3.37644 1.88239 -1.42027 -0.1 0.1 0.5
H 3.50284 0.14224 -2.49460 0.0 -0.4 0.2
H 4.02990 -1.90579 -3.74343 -0.1 -0.1 0.3
H 4.20271 -4.10157 -2.56247 0.0 0.2 0.2
H 3.83554 -4.20427 -0.09141 0.0 0.2 -0.1
H 3.32561 -2.15354 1.17838 0.0 0.0 -0.3
```
Forces are in eV/Å.

Computed properties:
- LUMO energy: -2.48 eV
- Molar mass: 357.86 g/mol
- Total energy: -48899.737 eV
- Multiplicity: 1
- Kohn-Sham gap: 3.84 eV
- HOMO level: -6.32 eV

Atom charges from the natural (NBO) analysis, given in e for atoms 1 to 6: atom 1 (N): -0.30, atom 2 (C): 0.28, atom 3 (C): -0.17, atom 4 (C): -0.17, atom 5 (C): -0.21, atom 6 (C): -0.18